Entry 1:
The following is a DFT calculation (ωB97M-V/def2-TZVPD) of a gas-phase ion, C7H14N2P (charge +1) in a non-equilibrium geometry.

CARTESIAN COORDINATES (ANGSTROEM)
1 P 2.1174 -1.0878 -1.8497
2 N 1.2508 0.1358 -1.0192
3 C 1.8406 0.9641 -0.1766
4 N 0.9642 1.6217 0.5931
5 C -0.5590 1.3836 0.0822
6 C -1.3163 0.8162 1.2231
7 C -0.7122 -0.4781 1.7013
8 C -0.8471 -1.6241 0.7116
9 C -0.9540 -1.0606 -0.7723
10 C -0.2929 0.2956 -0.9353
11 H 3.2595 -0.3319 -2.1992
12 H 1.6145 -0.9675 -3.2534
13 H 2.9801 0.9815 -0.2205
14 H 1.0742 2.4464 1.2092
15 H -0.8594 2.3191 -0.3326
16 H -2.3824 0.7226 0.8069
17 H -1.3855 1.5082 2.1195
18 H -1.0649 -0.8337 2.6912
19 H 0.3524 -0.2671 2.0706
20 H -0.0754 -2.4278 0.9932
21 H -1.8847 -2.1318 0.9306
22 H -0.5576 -1.8419 -1.4646
23 H -2.0516 -0.8032 -0.9746
24 H -0.5108 0.6606 -1.9345

Cartesian forces (eV/Å) of the 2 atoms listed first:
0.264 -1.775 -2.076
-0.996 1.994 1.152

## Properties
Energy, eV: -19747.448
Frontier orbital gap, Ha: 0.359
LUMO level, eV: -3.39
Highest occupied orbital energy, Eh: -0.4834
Total charge: +1
SMILES string: PN1C=[NH+][C@@H]2CCCC[C@@H]21

Entry 2:
The following is a DFT calculation (ωB97M-V/def2-TZVPD) of C6H21N6P in the gas phase in a non-equilibrium geometry.

CARTESIAN COORDINATES (ANGSTROEM)
1 C -3.3024 -0.0751 1.0018
2 N -2.2439 0.1276 -0.0089
3 C -2.8428 0.4627 -1.2725
4 N -1.4159 -1.0427 -0.0629
5 P -0.2103 -0.8806 1.1403
6 N 0.0182 -2.5376 0.9471
7 N 1.2045 -0.2673 0.3520
8 N 1.5724 -0.8770 -0.8240
9 C 1.2230 -0.3059 -2.1259
10 C 3.0619 -0.9866 -0.6098
11 N 1.5416 1.1156 0.4592
12 C 0.4662 2.0914 0.4699
13 C 2.0200 1.4338 1.8037
14 H -2.7994 -0.5891 1.7600
15 H -3.5705 1.0262 1.3237
16 H -4.3142 -0.5644 0.6278
17 H -2.4138 1.2025 -1.9083
18 H -2.9021 -0.5621 -1.8474
19 H -3.8805 0.8776 -1.1032
20 H -2.0825 -1.9081 0.1108
21 H -0.0997 -2.8185 -0.0291
22 H 0.8178 -2.9719 1.3305
23 H 0.2696 0.2591 -1.8428
24 H 1.9828 0.3809 -2.5419
25 H 0.8958 -1.2711 -2.7932
26 H 3.3182 -1.6486 0.3342
27 H 3.3958 -1.5163 -1.5714
28 H 3.3157 0.0927 -0.6083
29 H -0.0079 2.0065 -0.5647
30 H -0.3278 2.0611 1.1922
31 H 0.8487 3.1448 0.4447
32 H 2.8203 0.6451 2.0978
33 H 2.3951 2.3759 1.8437
34 H 1.2464 1.5195 2.4749

Cartesian forces (eV/Å) of the 2 atoms listed first:
-1.703 3.179 -1.453
-0.633 0.047 0.529

## Properties
Energy, eV: -24786.446
Frontier orbital gap, Ha: 0.337
LUMO level, eV: 0.97
Highest occupied orbital energy, Eh: -0.3011
SMILES string: CN(C)NP(N)N(N(C)C)N(C)C

Entry 3:
The following is a DFT calculation (ωB97M-V/def2-TZVPD) of a gas-phase ion, C8H15N2 (charge +1) in a non-equilibrium geometry.

CARTESIAN COORDINATES (ANGSTROEM)
1 C -1.2838 1.4906 -0.3823
2 C 0.1661 0.0593 -1.4867
3 C -2.0253 2.4681 -0.0044
4 C -0.0576 0.1262 0.9773
5 C 0.6373 -0.4773 -2.7971
6 C -1.0314 -0.7311 1.7175
7 C 0.9645 0.8582 1.7672
8 C 1.3206 -1.6583 -0.1779
9 N 0.4804 -0.4352 -0.2968
10 N -0.7297 1.0128 -1.5496
11 H -2.4077 3.0509 -0.7644
12 H -2.1141 2.6084 1.0298
13 H 1.5393 -1.0235 -2.6582
14 H 0.8404 0.4860 -3.3184
15 H -0.0145 -0.9142 -3.5166
16 H -1.9243 -1.0091 1.0659
17 H -1.2894 -0.0286 2.4271
18 H -0.5294 -1.5650 2.1770
19 H 0.3945 1.2279 2.6056
20 H 1.2870 1.7830 1.1840
21 H 1.7226 0.1882 2.1152
22 H 0.7139 -2.5417 -0.4610
23 H 2.1771 -1.5444 -0.7432
24 H 1.6343 -2.0750 0.8508
25 H -0.9758 1.5541 -2.3932

Cartesian forces (eV/Å) of the 2 atoms listed first:
3.726 -3.580 3.424
-0.565 -2.170 0.116

## Properties
Energy, eV: -11509.625
Frontier orbital gap, Ha: 0.362
LUMO level, eV: -3.18
Highest occupied orbital energy, Eh: -0.4786
Total charge: +1

Entry 4:
The following is a DFT calculation (ωB97M-V/def2-TZVPD) of C9H14FNO2S in the gas phase.

CARTESIAN COORDINATES (ANGSTROEM)
1 C -1.0348 -0.3706 -1.7528
2 C -1.4357 -0.6896 -0.3436
3 S -1.2922 0.7193 0.7925
4 O -1.8889 1.8602 0.1617
5 O -1.7838 0.2882 2.0680
6 N 0.3051 1.1169 1.0364
7 C 0.9990 2.0550 0.1926
8 C 1.8613 1.3936 -0.8966
9 C 2.3510 0.0355 -0.4953
10 C 2.0291 -0.5107 0.6643
11 F 2.4840 -1.7396 1.0058
12 C 1.1485 0.1462 1.6817
13 C -1.2465 -2.0401 0.2650
14 C -2.6255 -1.5452 -0.0370
15 H -1.2707 0.6728 -1.9535
16 H -1.5823 -0.9906 -2.4605
17 H 0.0296 -0.5401 -1.9052
18 H 0.2335 2.6946 -0.2458
19 H 1.6347 2.6679 0.8415
20 H 2.7221 2.0326 -1.1092
21 H 1.3008 1.3049 -1.8303
22 H 2.9799 -0.4939 -1.1959
23 H 0.5099 -0.5790 2.1861
24 H 1.7607 0.6433 2.4483
25 H -0.9614 -2.0950 1.3036
26 H -0.8175 -2.8146 -0.3545
27 H -3.2398 -1.2482 0.7984
28 H -3.1699 -1.9738 -0.8655

Cartesian forces (eV/Å) of the 2 atoms listed first:
0.115 0.030 -0.077
0.173 0.778 0.452

## Properties
Energy, eV: -28696.382
Frontier orbital gap, Ha: 0.382
LUMO level, eV: 0.80
Highest occupied orbital energy, Eh: -0.3531
SMILES string: CC1(S(=O)(=O)N2CCC=C(F)C2)CC1

Entry 5:
The following is a DFT calculation (ωB97M-V/def2-TZVPD) of a molecular structure, C37H32Cl2MnN4O9 in a non-equilibrium geometry.

CARTESIAN COORDINATES (ANGSTROEM)
1 Mn 1.5229 0.6313 0.1642
2 C 2.1087 3.2088 -2.8782
3 O 2.7794 2.4274 -3.8799
4 C 2.9257 1.0917 -3.7572
5 C 3.3766 0.4068 -4.8319
6 C 3.6016 -1.0207 -4.8357
7 C 3.3117 -1.7496 -3.7520
8 C 2.7509 -1.0947 -2.5839
9 C 2.3585 -1.8630 -1.5504
10 N 1.5411 -1.4942 -0.5009
11 N 1.8543 -2.2564 0.6909
12 C 2.5698 -1.4812 1.4789
13 O 2.8766 -0.2543 1.2538
14 C 3.0187 -2.1050 2.7571
15 C 3.4274 -1.2959 3.8095
16 C 3.8178 -1.8722 5.0126
17 C 3.8027 -3.2527 5.1630
18 C 3.3888 -4.0622 4.1109
19 C 2.9924 -3.4893 2.9126
20 C 2.6736 0.3716 -2.5208
21 O 2.5189 0.9855 -1.4523
22 H 1.9805 4.1840 -3.3378
23 H 2.7100 3.2973 -1.9783
24 H 1.1419 2.7829 -2.6165
25 H 3.5920 0.9853 -5.7246
26 H 3.9870 -1.4918 -5.7297
27 H 3.4293 -2.8264 -3.7421
28 H 2.6651 -2.9044 -1.4827
29 H 3.4045 -0.2213 3.6814
30 H 4.1266 -1.2406 5.8366
31 H 4.1074 -3.7004 6.1016
32 H 3.3729 -5.1393 4.2263
33 H 2.6587 -4.1049 2.0871
34 O -0.2152 -0.9045 -1.9206
35 C 0.1570 -1.1677 -0.8167
36 O 0.9484 1.1442 3.5575
37 C 0.1341 0.5062 2.8994
38 C -1.0947 -0.1760 3.4867
39 C -1.8012 -0.8110 2.2832
40 C -0.9590 -0.3494 1.1082
41 O -0.6809 -1.4264 0.2252
42 N 0.1821 0.2893 1.5661
43 H -1.7024 0.5582 4.0144
44 H -0.7551 -0.9066 4.2196
45 H -2.8320 -0.4806 2.1630
46 H -1.7920 -1.8989 2.3061
47 C 1.2374 4.1841 2.2671
48 O 1.0174 3.1507 1.2938
49 C 1.9445 2.2564 1.0055
50 C 3.3130 2.5729 1.5064
51 H 1.5052 3.7348 3.2204
52 H 0.2883 4.7012 2.3628
53 H 2.0046 4.8818 1.9349
54 H 3.6285 3.5660 1.1685
55 H 4.0148 1.8231 1.1571
56 H 3.3194 2.5713 2.6000
57 Cl -6.2334 0.9176 1.4177
58 C -5.5106 -0.6090 0.9673
59 C -5.7762 -1.7019 1.7641
60 C -5.2135 -2.9299 1.4510
61 C -4.3666 -3.0170 0.3629
62 C -4.0837 -1.9047 -0.4184
63 Cl -2.8887 -2.1120 -1.6531
64 C -4.6796 -0.6605 -0.1726
65 N -4.4736 0.5020 -0.8901
66 C -3.9555 0.7058 -2.1908
67 C -4.4979 0.0439 -3.2842
68 C -3.9787 0.2409 -4.5522
69 C -2.9229 1.1232 -4.7421
70 C -2.4041 1.8052 -3.6525
71 C -2.9116 1.6123 -2.3726
72 C -2.2733 2.3350 -1.2017
73 C -1.2540 1.4719 -0.5079
74 O -1.8040 0.6108 0.3160
75 O -0.0610 1.5790 -0.7534
76 H -6.4258 -1.5813 2.6209
77 H -5.4205 -3.8012 2.0573
78 H -3.8793 -3.9506 0.1119
79 H -4.6600 1.3353 -0.3606
80 H -5.3263 -0.6359 -3.1247
81 H -4.4047 -0.2901 -5.3939
82 H -2.5079 1.2802 -5.7297
83 H -1.5763 2.4938 -3.7886
84 H -3.0131 2.6435 -0.4641
85 H -1.7538 3.2220 -1.5565

Cartesian forces (eV/Å) of the 2 atoms listed first:
-0.221 0.612 0.953
0.025 -0.073 -0.162

## Properties
Energy, eV: -119639.898
2S+1: 2
Frontier orbital gap (alpha / beta), Ha: 0.249 / 0.230
LUMO level (alpha / beta), eV: -1.17 / -1.24
Highest occupied orbital energy (alpha / beta), Eh: -0.2919 / -0.2759

Entry 6:
The following is a DFT calculation (ωB97M-V/def2-TZVPD) of 2 unconnected molecules or ions with the total composition C4H7ClO in a non-equilibrium geometry.

CARTESIAN COORDINATES (ANGSTROEM)
1 C -0.1238 -1.7664 0.6511
2 O 0.1650 -0.9756 -0.4331
3 C -0.3569 0.2101 -0.4769
4 C -1.0977 1.1797 0.0145
5 C -0.3582 1.4161 -1.3808
6 H 0.4992 -1.7066 1.5037
7 H 0.1802 -2.8027 0.3900
8 H -1.1549 -1.5764 1.1004
9 H -2.0032 1.3979 0.4162
10 H -0.9307 1.3636 -2.3445
11 H 0.6272 2.1464 -1.5013
12 Cl 2.7660 0.2305 1.1883
13 H 1.7876 0.8835 0.8724

Cartesian forces (eV/Å) of the 2 atoms listed first:
-1.582 -2.185 1.618
0.771 0.147 -1.022

## Properties
Energy, eV: -18827.318
Frontier orbital gap, Ha: 0.361
LUMO level, eV: 0.93
Highest occupied orbital energy, Eh: -0.3272
SMILES string: COC1=CC1.Cl